11
Properties=species:S:1:pos:R:3 method="wB97M-V/def2-TZVPD" homo_energy_ha=-0.3347 lumo_ha=0.002 largest_force_ev_per_a=6.8
C -2.044 -0.024 0.169
C -1.383 1.151 -0.081
C -0.131 -0.722 -0.099
H -3.200 -0.244 0.042
H -1.545 2.169 0.009
H 1.629 -2.076 0.535
N 0.021 0.698 -0.235
N 1.442 1.099 0.179
N 2.082 0.107 0.126
N 1.285 -1.034 -0.237
N -1.334 -1.196 0.093